(1)
C13H17NO3 | ωB97M-V with the def2-TZVPD basis set

Geometry as ORCA input:
```
! RIJCOSX wB97M-V def2-TZVPD def2/J DEFGRID3
* xyz 0 1
C -4.245 -2.412 0.976
C -2.752 -2.380 0.721
C -2.271 -1.172 -0.005
C -1.006 -0.926 -0.465
O -2.024 -3.308 1.082
H -4.789 -1.541 0.599
H -4.710 -3.309 0.514
H -4.452 -2.457 2.056
H -3.041 -0.418 -0.224
H -0.902 -0.531 -1.509
H -0.192 -1.424 0.096
C 2.729 -1.151 -3.888
C 2.660 -1.018 -2.396
O 1.644 -0.026 -2.117
C 1.623 0.178 -0.780
C 0.401 0.822 -0.373
N 0.504 1.579 0.790
C 1.245 1.163 1.880
C 1.167 1.865 3.072
C 0.369 3.010 3.170
C -0.387 3.384 2.065
C -0.328 2.663 0.899
O 2.557 -0.247 -0.082
H 3.314 -2.034 -4.134
H 1.738 -1.222 -4.356
H 3.237 -0.295 -4.304
H 2.380 -1.979 -1.936
H 3.609 -0.688 -1.992
H -0.197 1.319 -1.129
H 1.883 0.298 1.753
H 1.773 1.500 3.904
H 0.374 3.628 4.066
H -1.040 4.266 2.056
H -0.871 2.863 -0.011
*
```

Computed properties:
LUMO ... -0.441 eV
DFT total energy ... -785.91055 Ha
HOMO ... -0.26063 Eh

From a Mulliken analysis of the wavefunction, the atomic charges in e read: atom 1 (C): -1.04, atom 2 (C): 0.78, atom 3 (C): -0.54, atom 4 (C): -0.25, atom 5 (O): -0.61, atom 6 (H): 0.30, atom 7 (H): 0.27, atom 8 (H): 0.26, atom 9 (H): 0.12, atom 10 (H): 0.30, atom 11 (H): 0.30, atom 12 (C): -1.26, atom 13 (C): -0.16, atom 14 (O): -0.32, atom 15 (C): 0.72, atom 16 (C): -0.86, atom 17 (N): 0.27, atom 18 (C): -0.07, atom 19 (C): -0.70, atom 20 (C): -0.18, atom 21 (C): -0.56, atom 22 (C): -0.08, atom 23 (O): -0.71, atom 24 (H): 0.39, atom 25 (H): 0.31, atom 26 (H): 0.31, atom 27 (H): 0.29, atom 28 (H): 0.28, atom 29 (H): 0.51, atom 30 (H): 0.46, atom 31 (H): 0.36, atom 32 (H): 0.38, atom 33 (H): 0.35, atom 34 (H): 0.36


(2)
C13H17NP | ωB97M-V with the def2-TZVPD basis set

Geometry as ORCA input:
```
! RIJCOSX wB97M-V def2-TZVPD def2/J DEFGRID3
* xyz 1 1
C -1.885 2.888 0.573
C -0.598 2.706 1.109
C -2.321 2.200 -0.537
C 0.246 1.703 0.601
C -1.538 1.195 -1.050
C -0.230 1.052 -0.562
C 1.122 -1.434 1.055
C -3.705 -2.206 -1.107
C 1.943 -0.842 0.067
C -0.137 -1.744 0.776
C 3.459 -0.840 0.282
C -1.051 -2.433 1.784
C 2.213 1.029 -2.149
N -2.623 -2.233 -1.345
P 1.091 -0.080 -1.244
H -2.609 3.534 1.058
H -0.294 3.176 2.054
H -3.247 2.461 -0.865
H 1.210 1.587 0.929
H -1.698 0.670 -1.984
H 1.587 -1.769 2.026
H -4.691 -2.080 -0.765
H -0.661 -1.807 -0.182
H 3.687 -1.868 0.174
H 3.583 -0.528 1.198
H 4.027 -0.294 -0.381
H -1.918 -1.779 1.748
H -0.630 -2.578 2.748
H -1.447 -3.301 1.293
H 2.813 0.377 -2.717
H 2.765 1.822 -1.687
H 1.536 1.417 -2.903
*
```

Computed properties:
LUMO (alpha / beta) ... -5.127 / -5.129 eV
DFT total energy ... -901.29900 Ha
HOMO (alpha / beta) ... -0.45306 / -0.45301 Eh

From a Mulliken analysis of the wavefunction, the atomic charges in e read: atom 1 (C): -0.37, atom 2 (C): -0.61, atom 3 (C): -0.66, atom 4 (C): -0.44, atom 5 (C): -0.47, atom 6 (C): 0.44, atom 7 (C): -0.63, atom 8 (C): -0.01, atom 9 (C): 0.65, atom 10 (C): 0.33, atom 11 (C): -1.68, atom 12 (C): -1.43, atom 13 (C): -1.27, atom 14 (N): -0.34, atom 15 (P): 0.32, atom 16 (H): 0.36, atom 17 (H): 0.35, atom 18 (H): 0.54, atom 19 (H): 0.49, atom 20 (H): 0.44, atom 21 (H): 0.29, atom 22 (H): 0.31, atom 23 (H): 0.56, atom 24 (H): 0.43, atom 25 (H): 0.50, atom 26 (H): 0.47, atom 27 (H): 0.35, atom 28 (H): 0.39, atom 29 (H): 0.38, atom 30 (H): 0.51, atom 31 (H): 0.38, atom 32 (H): 0.41


(3)
C13H18Br2CoIN3O3P | ωB97M-V with the def2-TZVPD basis set

Geometry as ORCA input:
```
! RIJCOSX wB97M-V def2-TZVPD def2/J DEFGRID3
* xyz 1 4
Co 8.528 9.166 8.112
C 11.493 10.272 8.568
C 11.432 9.169 7.582
C 12.477 8.826 6.730
C 12.436 7.723 5.911
C 11.248 6.943 5.909
C 11.089 5.666 5.276
Br 12.323 5.033 3.983
C 10.005 4.848 5.524
C 8.927 5.369 6.302
Br 7.493 4.241 6.819
C 8.959 6.656 6.756
O 7.933 7.290 7.387
C 10.186 7.409 6.718
N 10.258 8.464 7.556
H 12.489 10.711 8.625
H 11.184 9.921 9.540
H 10.822 11.071 8.277
H 13.390 9.443 6.772
H 13.263 7.506 5.256
H 9.934 3.870 5.065
N 5.651 10.794 12.198
C 5.714 10.287 10.807
P 6.797 8.792 10.873
O 7.021 8.542 12.340
O 7.976 9.002 9.944
C 5.671 7.604 10.080
N 6.344 6.439 9.462
H 4.719 11.181 12.490
H 6.343 11.545 12.295
H 5.990 10.004 12.831
H 6.058 11.044 10.110
H 4.690 10.008 10.495
H 5.170 8.137 9.294
H 4.924 7.259 10.776
H 6.997 6.703 8.629
H 5.623 5.764 9.134
H 7.008 6.023 10.127
I 7.917 12.311 8.067
C 7.583 10.462 7.064
H 7.979 10.722 6.081
H 6.487 10.389 6.949
*
```

Computed properties:
LUMO (alpha / beta) ... -3.101 / -3.102 eV
DFT total energy ... -8065.87134 Ha
HOMO (alpha / beta) ... -0.37062 / -0.37848 Eh

From a Mulliken analysis of the wavefunction, the atomic charges in e read: atom 1 (Co): 0.14, atom 2 (C): -1.26, atom 3 (C): 1.13, atom 4 (C): -0.95, atom 5 (C): -0.63, atom 6 (C): 0.55, atom 7 (C): -0.04, atom 8 (Br): -0.19, atom 9 (C): -0.53, atom 10 (C): -0.44, atom 11 (Br): -0.20, atom 12 (C): 0.58, atom 13 (O): -0.74, atom 14 (C): 1.00, atom 15 (N): -0.42, atom 16 (H): 0.42, atom 17 (H): 0.29, atom 18 (H): 0.16, atom 19 (H): 0.35, atom 20 (H): 0.40, atom 21 (H): 0.42, atom 22 (N): -0.29, atom 23 (C): -0.67, atom 24 (P): 1.00, atom 25 (O): -0.89, atom 26 (O): -0.42, atom 27 (C): -0.86, atom 28 (N): -0.11, atom 29 (H): 0.35, atom 30 (H): 0.37, atom 31 (H): 0.40, atom 32 (H): 0.10, atom 33 (H): 0.37, atom 34 (H): 0.50, atom 35 (H): 0.34, atom 36 (H): 0.17, atom 37 (H): 0.43, atom 38 (H): 0.40, atom 39 (I): -0.14, atom 40 (C): -0.97, atom 41 (H): 0.48, atom 42 (H): 0.39


(4)
C13H18Br2FPtS3 | ωB97M-V with the def2-TZVPD basis set

Geometry as ORCA input:
```
! RIJCOSX wB97M-V def2-TZVPD def2/J DEFGRID3
* xyz 3 5
Pt 4.723 -4.743 11.976
C 6.586 -7.352 12.565
C 7.739 -6.344 12.422
S 7.145 -4.851 11.522
C 7.628 -3.487 12.641
C 6.925 -3.519 14.112
S 5.080 -3.622 14.134
C 4.691 -4.961 15.354
C 5.269 -6.307 15.061
S 4.999 -6.847 13.317
H 6.902 -8.217 13.086
H 6.279 -7.675 11.571
H 8.570 -6.758 11.844
H 8.034 -6.124 13.514
H 7.281 -2.588 12.189
H 8.729 -3.459 12.678
H 7.222 -2.750 14.798
H 7.287 -4.455 14.516
H 3.635 -5.020 15.142
H 4.931 -4.443 16.322
H 4.781 -7.136 15.648
H 6.345 -6.247 15.375
Br 4.118 -1.725 11.442
C 2.677 -1.944 12.662
Br 2.024 -3.758 13.004
H 1.837 -1.371 12.349
H 3.053 -1.643 13.628
F 1.009 -5.147 6.933
C 1.890 -5.130 7.912
C 1.675 -6.097 8.980
C 2.487 -5.983 10.093
C 3.392 -4.893 10.130
C 3.484 -3.902 9.052
C 2.754 -4.071 7.915
H 0.870 -6.837 8.849
H 2.487 -6.688 10.893
H 4.148 -3.043 8.978
H 3.049 -3.585 6.910
*
```

Computed properties:
LUMO (alpha / beta) ... -9.502 / -13.778 eV
DFT total energy ... -7066.68306 Ha
HOMO (alpha / beta) ... -0.67184 / -0.72786 Eh

From a Mulliken analysis of the wavefunction, the atomic charges in e read: atom 1 (Pt): 0.38, atom 2 (C): -0.87, atom 3 (C): -0.48, atom 4 (S): 0.00, atom 5 (C): -0.78, atom 6 (C): -0.54, atom 7 (S): -0.12, atom 8 (C): -0.73, atom 9 (C): -0.62, atom 10 (S): -0.01, atom 11 (H): 0.58, atom 12 (H): 0.46, atom 13 (H): 0.53, atom 14 (H): 0.27, atom 15 (H): 0.39, atom 16 (H): 0.54, atom 17 (H): 0.62, atom 18 (H): 0.16, atom 19 (H): 0.36, atom 20 (H): 0.50, atom 21 (H): 0.54, atom 22 (H): 0.39, atom 23 (Br): 0.02, atom 24 (C): -0.49, atom 25 (Br): 0.01, atom 26 (H): 0.49, atom 27 (H): 0.41, atom 28 (F): -0.16, atom 29 (C): 0.51, atom 30 (C): -0.49, atom 31 (C): -0.31, atom 32 (C): 0.30, atom 33 (C): -0.02, atom 34 (C): -0.53, atom 35 (H): 0.46, atom 36 (H): 0.50, atom 37 (H): 0.35, atom 38 (H): 0.39


(5)
C13H18BrNO2 | ωB97M-V with the def2-TZVPD basis set

Geometry as ORCA input:
```
! RIJCOSX wB97M-V def2-TZVPD def2/J DEFGRID3
* xyz 0 1
C -0.103 3.977 1.318
C 1.055 3.023 1.561
O 1.382 2.391 0.345
C 2.448 1.478 0.455
C 2.784 0.923 -0.927
H 3.531 0.136 -0.815
H 3.203 1.720 -1.540
C 1.549 0.370 -1.646
N 0.889 -0.669 -0.892
C 1.014 -1.980 -1.175
O 1.666 -2.410 -2.099
C 0.240 -2.887 -0.209
C -1.188 -2.451 -0.095
C -1.650 -1.772 1.027
C -2.963 -1.340 1.107
C -3.818 -1.588 0.049
C -3.382 -2.259 -1.081
C -2.070 -2.686 -1.146
H -1.720 -3.207 -2.024
H -4.062 -2.446 -1.898
Br -5.629 -0.997 0.152
H -3.317 -0.819 1.984
H -0.985 -1.587 1.859
H 0.306 -3.903 -0.598
H 0.735 -2.852 0.764
H 0.331 -0.379 -0.105
H 0.841 1.183 -1.819
H 1.849 -0.069 -2.600
H 3.333 1.977 0.879
H 2.172 0.660 1.143
H 0.779 2.267 2.315
H 1.931 3.572 1.945
H -0.966 3.428 0.951
H 0.179 4.715 0.573
H -0.366 4.483 2.242
*
```

Computed properties:
LUMO ... 0.595 eV
DFT total energy ... -3285.43184 Ha
HOMO ... -0.32955 Eh
SMILES ... CCOCCCNC(=O)Cc1ccc(Br)cc1

From a Mulliken analysis of the wavefunction, the atomic charges in e read: atom 1 (C): -1.21, atom 2 (C): -0.21, atom 3 (O): -0.26, atom 4 (C): -0.61, atom 5 (C): -0.64, atom 6 (H): 0.33, atom 7 (H): 0.38, atom 8 (C): -0.93, atom 9 (N): 0.06, atom 10 (C): 0.63, atom 11 (O): -0.67, atom 12 (C): -1.11, atom 13 (C): 0.37, atom 14 (C): -0.14, atom 15 (C): -0.64, atom 16 (C): 0.08, atom 17 (C): -0.56, atom 18 (C): -0.33, atom 19 (H): 0.43, atom 20 (H): 0.42, atom 21 (Br): -0.19, atom 22 (H): 0.43, atom 23 (H): 0.42, atom 24 (H): 0.30, atom 25 (H): 0.37, atom 26 (H): 0.24, atom 27 (H): 0.35, atom 28 (H): 0.40, atom 29 (H): 0.43, atom 30 (H): 0.31, atom 31 (H): 0.29, atom 32 (H): 0.27, atom 33 (H): 0.30, atom 34 (H): 0.30, atom 35 (H): 0.39


(6)
C13H18IrNO4P | ωB97M-V with the def2-TZVPD basis set

Geometry as ORCA input:
```
! RIJCOSX wB97M-V def2-TZVPD def2/J DEFGRID3
* xyz 1 1
Ir 0.491 0.635 -1.605
O -3.361 -0.296 -2.240
C -2.282 0.152 -1.970
O -1.129 -0.287 -2.443
C -2.142 1.334 -1.014
C -3.138 2.036 -0.369
C -2.772 3.118 0.431
C -1.437 3.507 0.541
C -0.482 2.771 -0.125
N -0.877 1.715 -0.840
C 1.023 3.022 -0.212
O 1.527 3.969 0.311
O 1.669 2.113 -0.948
H -4.165 1.733 -0.513
H -3.535 3.673 0.959
H -1.124 4.369 1.115
C -0.603 -3.600 0.361
C -0.780 -2.333 -0.482
P 0.520 -1.100 -0.210
C 0.373 -0.620 1.536
C 1.356 0.420 2.070
C 2.109 -1.928 -0.489
C 3.294 -0.986 -0.746
H -1.440 -4.269 0.168
H -0.592 -3.394 1.430
H 0.310 -4.136 0.101
H -1.739 -1.856 -0.273
H -0.787 -2.568 -1.547
H 0.490 -1.550 2.099
H -0.664 -0.296 1.666
H 2.382 0.056 2.040
H 1.119 0.641 3.110
H 1.325 1.354 1.513
H 1.963 -2.586 -1.350
H 2.281 -2.567 0.381
H 3.079 -0.243 -1.520
H 4.152 -1.563 -1.084
H 3.586 -0.439 0.148
*
```

Computed properties:
LUMO ... -5.219 eV
DFT total energy ... -1307.36882 Ha
HOMO ... -0.48202 Eh

From a Mulliken analysis of the wavefunction, the atomic charges in e read: atom 1 (Ir): 1.48, atom 2 (O): -0.57, atom 3 (C): 0.37, atom 4 (O): -0.69, atom 5 (C): 0.37, atom 6 (C): -0.51, atom 7 (C): -0.36, atom 8 (C): -0.56, atom 9 (C): 0.41, atom 10 (N): -0.13, atom 11 (C): 0.22, atom 12 (O): -0.53, atom 13 (O): -0.72, atom 14 (H): 0.55, atom 15 (H): 0.47, atom 16 (H): 0.54, atom 17 (C): -1.34, atom 18 (C): -0.58, atom 19 (P): 0.48, atom 20 (C): -0.59, atom 21 (C): -1.19, atom 22 (C): -0.68, atom 23 (C): -1.05, atom 24 (H): 0.41, atom 25 (H): 0.36, atom 26 (H): 0.34, atom 27 (H): 0.37, atom 28 (H): 0.47, atom 29 (H): 0.55, atom 30 (H): 0.38, atom 31 (H): 0.32, atom 32 (H): 0.40, atom 33 (H): 0.25, atom 34 (H): 0.40, atom 35 (H): 0.45, atom 36 (H): 0.26, atom 37 (H): 0.38, atom 38 (H): 0.26